No. 1
{"formula": "C21H37F4O15", "method": "ωB97M-V/def2-TZVPD", "species": ["F", "C", "C", "O", "C", "O", "O", "F", "H", "H", "H", "C", "C", "O", "C", "O", "O", "F", "H", "H", "H", "C", "C", "O", "C", "O", "O", "F", "H", "H", "H", "C", "O", "C", "C", "O", "C", "C", "O", "C", "H", "H", "H", "H", "H", "H", "H", "H", "H", "H", "H", "H", "H", "H", "C", "O", "C", "C", "O", "C", "C", "O", "C", "H", "H", "H", "H", "H", "H", "H", "H", "H", "H", "H", "H", "H", "H"], "coordinates": [[64.2960, 54.3130, 56.2060], [61.4400, 55.9860, 56.4940], [61.1960, 54.5910, 56.9730], [59.9710, 54.3100, 56.4050], [59.3500, 55.4820, 56.0920], [58.2210, 55.4560, 55.6860], [60.1620, 56.4950, 56.2920], [61.0490, 54.6860, 58.3400], [62.0770, 55.9790, 55.5940], [62.1230, 56.4810, 57.3230], [62.0360, 54.0160, 56.7020], [64.9110, 51.6990, 57.8060], [63.5760, 51.9610, 58.5030], [63.6410, 51.1660, 59.5980], [64.8540, 50.5270, 59.5770], [65.0310, 49.6930, 60.4930], [65.5730, 50.6630, 58.5880], [62.6740, 51.5150, 57.6930], [65.6090, 52.6370, 57.7730], [64.7440, 51.6280, 56.7680], [63.6330, 52.9410, 58.7170], [65.4950, 56.0680, 54.1180], [65.9140, 56.9000, 55.3570], [65.3810, 58.0620, 55.1630], [64.7150, 58.2120, 54.0660], [64.2180, 59.2320, 53.6830], [64.6940, 57.0060, 53.4580], [67.3430, 56.8990, 55.3800], [65.1690, 55.0290, 54.2120], [66.3690, 56.2030, 53.6580], [65.8040, 56.4770, 56.3420], [59.5690, 54.2770, 51.7020], [60.2940, 53.3960, 52.3610], [61.6060, 53.8580, 52.6520], [62.3610, 52.8810, 53.7060], [62.2890, 51.7340, 53.2320], [62.8850, 50.7150, 53.9980], [62.9680, 49.3510, 53.2370], [61.6230, 48.9510, 52.8050], [61.4530, 47.6790, 52.3100], [58.7840, 53.7170, 51.1120], [60.1130, 54.8780, 50.8670], [59.1780, 55.0960, 52.2190], [61.6450, 54.9290, 53.1200], [62.2070, 53.9220, 51.8930], [62.0530, 52.9090, 54.9790], [63.3160, 53.1610, 53.9270], [62.2560, 50.4190, 54.8320], [63.9550, 51.0070, 54.3790], [63.3090, 48.6390, 53.9400], [63.6870, 49.4080, 52.5340], [62.1470, 47.3710, 51.3780], [60.4090, 47.5110, 51.8920], [61.6430, 46.8940, 53.0300], [68.1020, 52.8010, 61.4610], [67.1250, 53.4250, 60.6220], [67.5430, 54.6200, 60.0550], [66.3010, 55.2930, 59.4500], [65.3810, 55.2420, 60.3740], [64.1380, 55.8670, 60.1640], [63.2070, 55.4900, 61.3400], [62.8990, 54.0970, 61.6010], [63.9660, 53.2550, 62.2220], [69.1020, 52.8740, 60.9760], [67.7990, 51.7780, 61.4630], [68.1460, 53.2390, 62.4490], [68.2580, 54.4340, 59.2180], [68.1330, 55.1960, 60.7870], [65.9320, 54.8050, 58.5080], [66.6480, 56.2530, 59.2920], [63.5880, 55.5480, 59.2230], [64.3860, 56.9880, 60.1640], [62.2110, 55.8460, 61.1660], [63.1540, 56.0690, 62.1960], [64.2870, 53.8990, 62.7540], [64.7890, 52.7550, 61.4700], [63.6610, 52.4990, 62.9790]], "mol_weight_da": 605.50, "total_charge": -1, "relative_energy_kj_mol": 32.95}

No. 2
{"formula": "C21H37FNO7S3", "method": "ωB97M-V/def2-TZVPD", "species": ["C", "C", "O", "N", "H", "H", "C", "H", "H", "H", "H", "H", "H", "F", "C", "C", "C", "C", "C", "C", "H", "H", "H", "H", "H", "C", "C", "C", "S", "O", "O", "C", "H", "H", "H", "H", "H", "H", "H", "H", "C", "C", "C", "S", "O", "O", "C", "H", "H", "H", "H", "H", "H", "H", "H", "C", "C", "C", "S", "O", "O", "C", "H", "H", "H", "H", "H", "H", "H", "H"], "coordinates": [[-0.9320, 1.7270, 1.1276], [-2.4190, 1.3870, 1.0656], [-3.2060, 1.7320, 1.9436], [-2.9930, 0.7940, -0.2794], [-3.4720, -0.0510, -0.1134], [-3.7680, 1.1140, -0.6504], [-2.1480, 0.8120, -1.4424], [-0.2900, 1.4740, 1.9906], [-0.8920, 2.6650, 1.0346], [-0.3930, 1.1080, 0.5186], [-1.6410, 1.6900, -1.5614], [-2.6620, 0.4240, -2.4394], [-1.4050, 0.1350, -1.1554], [0.8890, -4.7720, -6.4264], [0.3900, -3.7850, -5.7154], [-0.8100, -3.8120, -4.8994], [-1.3330, -2.7470, -4.2164], [-0.6470, -1.5280, -4.2724], [0.5470, -1.4510, -5.0234], [1.1020, -2.5810, -5.6634], [-1.3180, -4.8610, -4.7984], [-2.3620, -2.8040, -3.9574], [-1.0820, -0.7440, -3.6434], [0.9240, -0.3540, -5.1914], [2.1360, -2.5280, -5.9864], [1.4010, 4.7300, -4.5144], [1.4710, 5.7120, -3.2924], [2.3770, 5.1060, -2.3574], [1.9380, 3.4210, -2.1644], [0.7960, 3.3120, -1.3294], [3.1370, 2.6890, -2.0224], [1.4590, 3.3150, -3.9004], [2.3950, 4.6410, -5.0234], [0.5020, 4.8460, -5.1634], [0.5590, 6.1210, -2.8454], [1.6750, 6.6500, -3.5664], [2.1920, 5.4230, -1.4204], [3.4590, 5.2190, -2.9244], [0.6310, 2.5740, -4.1134], [2.4870, 2.8530, -4.4754], [-2.5520, -4.0870, 0.5966], [-2.4530, -3.9980, 2.0076], [-1.8340, -2.7370, 2.3706], [-0.5210, -2.6280, 1.1746], [0.6440, -3.1710, 1.7766], [-0.6480, -1.2880, 0.7116], [-1.1640, -3.8090, -0.0244], [-3.2700, -3.4180, 0.0976], [-2.7430, -5.1210, 0.3236], [-1.7100, -4.7120, 2.3626], [-3.3760, -4.1170, 2.4996], [-1.5210, -2.5980, 3.3076], [-2.4550, -1.9260, 1.9216], [-0.6170, -4.6720, -0.2444], [-1.2150, -3.3630, -0.9154], [2.6760, 0.0270, 6.9306], [1.2410, -0.4110, 7.0276], [0.7550, -0.5580, 5.7536], [1.4180, 0.6870, 4.7586], [0.6200, 1.8210, 4.6766], [2.0070, 0.0450, 3.5646], [2.7540, 1.0960, 5.8306], [3.2980, -0.7630, 6.6986], [3.3630, 0.2580, 7.8916], [0.6080, 0.3240, 7.6226], [1.1840, -1.4700, 7.4846], [-0.3290, -0.4420, 5.7896], [0.9350, -1.5110, 5.2096], [2.5220, 2.1350, 6.2876], [3.6860, 0.7520, 5.3766]], "mol_weight_da": 530.73, "total_charge": 1, "relative_energy_kj_mol": 31.53}

No. 3
{"formula": "C21H37HoO10S", "method": "ωB97M-V/def2-TZVPD", "species": ["Ho", "C", "C", "O", "C", "C", "O", "C", "C", "O", "C", "C", "O", "C", "C", "O", "H", "H", "H", "H", "H", "H", "H", "H", "H", "H", "H", "H", "H", "H", "H", "H", "H", "H", "H", "H", "C", "O", "C", "C", "O", "C", "H", "H", "H", "H", "H", "H", "H", "H", "H", "H", "C", "C", "C", "C", "C", "C", "C", "S", "O", "O", "O", "H", "H", "H", "H", "H", "H", "H"], "coordinates": [[-0.1707, 0.1873, -0.0876], [-2.3645, 0.3559, 2.2124], [-2.9079, -0.6574, 1.2178], [-2.5027, -0.2435, -0.1049], [-2.7163, -1.2688, -1.1019], [-2.2375, -0.7100, -2.4328], [-0.9323, -0.1670, -2.1952], [-0.2249, 0.2843, -3.3563], [1.2113, 0.6426, -2.9403], [1.1721, 1.1749, -1.6027], [2.3581, 1.8577, -1.1770], [2.4111, 1.9441, 0.3662], [1.0901, 1.8691, 0.9395], [1.1210, 1.6617, 2.3687], [-0.3045, 1.4265, 2.8638], [-0.9305, 0.4304, 2.0374], [-2.6034, 0.0342, 3.2272], [-2.7861, 1.3380, 2.0126], [-3.9965, -0.6856, 1.2828], [-2.4992, -1.6464, 1.4295], [-3.7728, -1.5332, -1.1558], [-2.1305, -2.1472, -0.8301], [-2.9074, 0.0788, -2.7838], [-2.1873, -1.5054, -3.1776], [-0.7556, 1.1429, -3.7707], [-0.1979, -0.5094, -4.1041], [1.6199, 1.3838, -3.6287], [1.8348, -0.2488, -2.9414], [2.3623, 2.8547, -1.6201], [3.2439, 1.3148, -1.5101], [2.8730, 2.8879, 0.6584], [3.0010, 1.1177, 0.7612], [1.5406, 2.5401, 2.8616], [1.7392, 0.7903, 2.5841], [-0.8903, 2.3462, 2.8155], [-0.2693, 1.0897, 3.9011], [-0.6574, 3.5873, -2.1333], [-0.7396, 2.9532, -0.8568], [-1.1244, 3.9151, 0.1325], [-2.6002, 4.2591, 0.1009], [-3.3335, 3.1335, 0.5293], [-4.7346, 3.3822, 0.5523], [-0.0676, 4.5042, -2.0621], [-1.6464, 3.8352, -2.5225], [-0.1630, 2.9062, -2.8184], [-0.5421, 4.8295, -0.0070], [-0.8801, 3.4857, 1.0986], [-2.9181, 4.5544, -0.9055], [-2.7794, 5.1094, 0.7698], [-4.9723, 4.2311, 1.1987], [-5.2154, 2.4885, 0.9467], [-5.1139, 3.5833, -0.4528], [4.4854, -6.8402, 1.2694], [3.6153, -5.6455, 1.0229], [2.3007, -5.6019, 1.4837], [1.4942, -4.5043, 1.2370], [2.0234, -3.4427, 0.5223], [3.3311, -3.4519, 0.0467], [4.1173, -4.5556, 0.3029], [1.0843, -2.0165, 0.2042], [-0.3379, -2.1288, 0.5896], [1.6000, -0.8362, 0.9514], [1.1218, -1.6280, -1.2125], [4.0169, -7.5414, 1.9560], [5.4507, -6.5367, 1.6746], [4.6787, -7.3595, 0.3289], [1.9040, -6.4381, 2.0441], [0.4667, -4.4715, 1.5762], [3.7087, -2.6135, -0.5249], [5.1365, -4.5767, -0.0613]], "mol_weight_da": 646.51, "total_charge": 2, "multiplicity": 5, "e_tot_ha": -2920.600781}